The molecule C4H5N3O. Source: the Open Molecules 2025 dataset; level of theory: ωB97M-V/def2-TZVPD.

Structure (XYZ):
```
13
Properties=species:S:1:pos:R:3:nbo_charge:R:1
O 2.323 -0.973 0.246 -0.5423
C 2.208 0.180 0.000 0.5551
N 1.065 1.072 -0.108 -0.6708
C -0.252 0.426 -0.070 0.4193
N -1.443 1.147 0.266 -0.4935
C -2.355 0.097 0.074 0.2042
N -1.894 -1.113 -0.062 -0.4591
C -0.508 -0.994 -0.127 -0.3736
H 3.158 0.689 -0.270 0.1125
H 1.128 2.188 -0.158 0.4581
H -3.421 0.296 -0.010 0.1948
H 0.219 -1.673 -0.815 0.2838
H -0.228 -1.341 1.034 0.3116
```

Values from the calculation:
**Total energy**: -10744.5352 eV
**Structure (SMILES)**: O=CNC1=NC=NC1
**HOMO**: -9.4 eV
**Charge**: 0
**LUMO energy**: 0.0 eV